{
  "formula": "C32H27NO6P2V",
  "method": "ωB97M-V/def2-TZVPD",
  "spin_multiplicity": 2,
  "charge": 4,
  "orbital_gap_ev": [3.91, 4.43],
  "elements": ["C", "H", "C", "C", "P", "H", "H", "H", "H", "H", "C", "C", "H", "O", "C", "P", "H", "H", "C", "C", "H", "O", "H", "N", "C", "C", "O", "H", "C", "C", "C", "C", "H", "H", "H", "C", "H", "C", "C", "C", "H", "H", "C", "H", "C", "H", "C", "C", "C", "C", "C", "C", "H", "H", "C", "C", "C", "C", "H", "H", "H", "O", "V", "H", "H", "C", "C", "O", "O"],
  "positions_angstrom": [[-1.036, -0.833, -2.302], [-2.603, 0.485, -2.993], [-0.273, 3.330, 3.757], [-0.633, -2.157, -2.117], [0.120, 0.538, -2.024], [1.956, 2.454, -6.209], [-4.172, -2.968, 0.744], [4.365, -4.255, 2.613], [-0.305, -0.535, 3.558], [-0.278, 4.408, 3.807], [-0.276, 1.548, -0.529], [-3.911, -1.919, 0.743], [1.971, 0.826, -4.353], [2.827, -4.668, 0.350], [-0.271, 0.546, 3.621], [-0.584, 0.426, 0.907], [-1.246, -4.205, -2.217], [-1.138, 2.197, -0.691], [-4.914, -0.956, 0.687], [1.161, 2.473, -5.475], [5.070, -0.230, 3.930], [3.742, 1.981, 2.376], [0.610, 2.174, -0.344], [3.271, -1.349, 1.306], [2.736, -3.394, 0.399], [-1.542, -3.176, -2.353], [0.365, -0.777, 0.798], [4.437, 1.966, 3.063], [-2.276, -0.180, 0.799], [-0.326, 1.322, 2.462], [0.210, 1.675, -3.431], [0.144, 3.412, -5.584], [-3.510, -3.686, -3.031], [-1.794, -2.278, 0.890], [0.385, -2.385, -1.823], [-0.815, 2.625, -3.539], [2.359, -5.134, -0.377], [-3.208, -1.566, -3.012], [4.243, -3.185, 2.505], [3.473, -2.658, 1.470], [0.088, 4.056, -6.453], [-0.410, 3.311, 1.621], [4.836, -2.288, 3.389], [-3.022, 1.839, 0.823], [3.827, -0.485, 2.164], [-4.192, -1.342, -3.393], [-0.832, 3.511, -4.601], [-0.217, 2.566, 4.911], [-2.315, -0.534, -2.779], [-4.604, 0.399, 0.672], [-2.581, -1.539, 0.821], [-2.824, -2.883, -2.801], [-0.202, 3.060, 5.873], [-1.614, 2.670, -2.813], [-0.344, 2.712, 2.517], [4.623, -0.916, 3.224], [3.365, 0.894, 1.796], [1.187, 1.570, -4.418], [-5.383, 1.145, 0.634], [-5.951, -1.259, 0.706], [-0.187, 0.594, 5.757], [1.465, -0.091, -1.577], [2.025, -0.696, -0.118], [-1.615, 4.250, -4.673], [5.444, -2.660, 4.206], [-0.208, 1.181, 4.852], [-3.281, 0.791, 0.757], [2.518, 0.928, 0.889], [2.072, -2.677, -0.363]],
  "forces_ev_per_a": [[0.8, 0.4, 0.1], [-0.1, 0.1, 0.0], [-0.1, 0.1, -0.3], [0.0, 0.2, 0.1], [-4.5, 2.1, -2.2], [-0.1, -0.1, -0.1], [0.0, -0.1, 0.1], [0.0, -0.1, 0.0], [0.0, 0.0, 0.1], [0.0, 0.1, 0.1], [0.4, -0.8, 0.1], [0.0, 0.0, 0.1], [0.1, 0.0, -0.1], [0.1, 0.5, 0.2], [0.1, 0.0, 0.1], [-3.2, 2.7, 1.2], [0.0, -0.1, 0.0], [0.0, -0.1, 0.0], [0.0, -0.1, 0.1], [0.2, -0.2, 0.0], [0.0, 0.1, 0.0], [-0.6, -0.4, -0.8], [-0.2, 0.0, -0.1], [1.1, -0.3, 0.7], [0.4, -0.9, 0.5], [0.1, 0.0, 0.0], [3.6, -1.7, -1.4], [-0.1, -0.3, -0.1], [0.7, 0.2, 0.1], [0.0, -0.6, -1.1], [0.1, -0.6, 0.7], [0.0, 0.1, -0.1], [-0.1, 0.0, 0.1], [0.0, -0.1, -0.1], [-0.3, -0.1, -0.1], [-0.1, 0.1, 0.3], [0.0, 0.2, 0.0], [0.0, 0.1, 0.0], [-0.3, 0.1, -0.5], [0.4, -0.7, 0.3], [0.2, 0.1, 0.1], [0.0, 0.1, -0.1], [-0.1, 0.0, -0.1], [-0.1, 0.2, -0.1], [0.4, 0.0, 0.5], [-0.1, 0.0, 0.0], [0.0, -0.4, 0.0], [0.0, 0.2, 0.2], [0.1, 0.1, 0.1], [0.1, 0.0, 0.2], [0.1, 0.1, -0.2], [0.1, 0.0, 0.0], [0.0, 0.0, 0.0], [0.0, 0.1, 0.1], [0.2, 0.0, 0.1], [-0.3, 0.2, -0.4], [1.1, 0.4, 1.7], [0.2, 0.2, 0.0], [-0.1, 0.0, 0.0], [0.0, -0.1, -0.2], [0.0, 0.0, 0.1], [2.6, -0.6, -1.0], [-2.1, -1.0, 2.8], [-0.1, 0.0, 0.0], [0.0, 0.1, 0.0], [-0.1, -0.3, -0.2], [0.2, 0.0, -0.1], [-0.3, 0.2, -1.0], [-0.4, 0.6, -0.7]]
}


{
  "formula": "C32H28BF6NO3S",
  "method": "ωB97M-V/def2-TZVPD",
  "spin_multiplicity": 1,
  "orbital_gap_ev": 6.70,
  "smiles": "COc1ccc([C@@H](B2OCCO2)c2cn(C)c3ccccc23)cc1.Cc1ccc(-c2cc(C(F)(F)F)cc(C(F)(F)F)c2)s1",
  "elements": ["H", "H", "H", "F", "C", "O", "H", "C", "H", "C", "H", "C", "S", "H", "F", "H", "H", "F", "H", "H", "F", "C", "H", "C", "C", "C", "C", "C", "C", "H", "H", "O", "C", "C", "C", "C", "C", "H", "C", "C", "H", "H", "C", "C", "H", "N", "C", "B", "H", "O", "C", "H", "C", "C", "H", "C", "C", "C", "H", "H", "H", "C", "C", "C", "H", "H", "H", "C", "C", "H", "F", "F"],
  "positions_angstrom": [[5.325, 0.804, 1.939], [-5.951, -0.141, -1.328], [-5.157, 1.113, 4.804], [1.115, 3.948, -0.767], [-5.392, 0.587, -0.731], [-3.106, 0.708, 5.008], [4.279, -0.343, 1.041], [-1.180, -1.012, 4.452], [3.508, 0.817, -1.268], [-1.543, -2.952, 6.124], [-0.715, 1.650, 4.012], [-0.240, 0.037, -0.359], [-2.800, 0.978, 0.298], [0.088, -2.164, 2.235], [2.649, 3.280, 0.657], [-4.358, -2.092, -0.785], [-0.383, 2.183, -0.043], [2.908, -2.697, -0.172], [0.278, -2.000, -0.912], [-3.500, -3.029, 8.902], [3.075, 3.279, -1.501], [-0.980, -4.248, 6.320], [0.970, -3.157, 3.918], [1.156, 1.468, 2.981], [2.101, 3.020, -0.578], [-2.261, -1.476, -0.299], [1.974, -0.700, -1.054], [1.586, 1.609, -0.665], [-3.662, -1.304, -0.496], [-2.472, -5.283, 9.159], [-5.257, 1.495, -1.339], [-3.740, -1.513, 4.543], [-4.079, 0.015, -0.348], [-0.878, -2.378, 4.954], [4.456, 0.146, 2.012], [1.742, -0.779, 2.224], [2.887, -1.875, -1.288], [0.456, -6.393, 5.831], [0.636, -0.977, -0.813], [-0.029, 0.979, 3.489], [-4.164, 1.479, 3.366], [-1.724, -2.407, -0.456], [0.159, -3.266, 4.631], [-1.242, -5.088, 7.397], [-0.724, -6.049, 7.486], [0.052, -4.403, 5.396], [-4.549, -0.663, 3.700], [-2.732, -0.631, 4.935], [-6.001, 0.849, 0.142], [3.369, 1.042, 2.314], [0.459, -1.186, 2.543], [1.436, 2.518, 3.019], [-1.601, -0.284, 0.003], [-2.189, -4.632, 8.330], [-2.731, -1.450, 7.121], [2.472, 0.596, -1.023], [-2.752, -3.354, 8.180], [-0.318, -0.400, 3.395], [1.327, -5.737, 4.392], [-4.229, -0.751, 2.646], [1.854, -5.310, 6.040], [0.263, 1.357, -0.337], [-2.381, -2.483, 7.132], [-4.310, 0.768, 4.194], [-5.602, -0.946, 3.760], [4.594, -0.607, 2.804], [-0.981, -0.339, 5.340], [0.976, -5.525, 5.410], [2.117, 0.553, 2.492], [2.438, -1.481, 1.770], [4.182, -1.529, -1.529], [2.477, -2.659, -2.331]],
  "forces_ev_per_a": [[-0.1, -0.3, 0.0], [0.1, 0.1, 0.1], [0.3, 0.0, 0.0], [0.7, -0.7, 0.1], [-0.5, 0.3, 0.2], [-0.3, -0.8, -0.4], [0.2, 0.0, 0.3], [-1.7, 0.9, 3.5], [-0.2, -0.1, 0.1], [0.9, -0.9, -0.3], [0.2, -0.3, 0.0], [1.5, 0.2, -0.1], [0.6, -0.3, -1.0], [0.3, 0.1, 0.4], [-0.5, -0.1, -1.2], [0.3, 0.2, -0.1], [0.2, -0.2, -0.1], [0.0, 0.6, -1.1], [0.2, 0.2, 0.1], [0.3, 0.1, -0.1], [-0.7, -0.2, 0.7], [1.3, 0.3, -0.4], [-0.3, -0.2, 0.2], [0.7, -0.4, -0.3], [0.4, 1.0, 0.3], [0.3, 1.1, 0.2], [0.1, -0.1, -0.3], [0.2, 0.1, -0.2], [-0.3, 0.9, 0.1], [0.0, 0.3, -0.2], [-0.1, -0.3, 0.2], [-0.4, 0.9, 0.0], [0.7, -1.5, 0.3], [1.4, -1.0, 0.3], [-0.8, 0.4, -0.1], [0.6, 1.1, -0.3], [0.4, -0.8, -0.1], [0.2, 0.1, -0.3], [-0.4, 0.4, 0.6], [0.1, -0.3, -0.2], [0.1, -0.2, 0.3], [-0.2, 0.1, -0.1], [-1.6, 0.8, 0.3], [-0.7, 0.3, 0.3], [-0.3, 0.4, 0.2], [-0.3, -0.4, 0.4], [-0.1, -0.1, -0.2], [0.6, -0.3, -4.1], [0.0, 0.0, -0.2], [0.7, -0.1, -0.1], [-0.4, -0.1, 0.7], [-0.1, -0.2, 0.1], [-1.9, -0.7, -0.5], [0.4, -0.3, -0.8], [-0.2, -0.2, 0.2], [-0.2, 0.0, 0.2], [0.1, 0.6, -0.3], [-0.4, 0.6, -0.1], [-0.2, 0.0, 0.3], [0.0, -0.2, 0.4], [-0.2, -0.1, -0.1], [-0.1, -0.6, 0.3], [-0.5, -0.6, 0.4], [-0.4, 0.4, 0.6], [0.1, -0.1, 0.1], [-0.1, 0.2, -0.2], [1.3, -0.4, -0.2], [0.0, 0.3, 0.0], [-0.4, -0.7, 0.1], [-0.2, 0.3, 0.0], [-1.0, -0.2, 0.2], [0.3, 0.6, 0.8]]
}


Per-record energy above the lowest of the compared OMol25 structures with the same formula, charge and spin, kcal per mole: 17.1 0.0
Per-record E, eV: -91626.1127 -69088.1355